Entry 1:
{"formula": "C54H52Br6N8O16", "method": "wB97M-V/def2-TZVPD", "smiles": "O=[N+]([O-])c1ccccc1.O=[N+]([O-])c1ccccc1.O=[N+]([O-])c1ccccc1.O=[N+]([O-])c1ccccc1.O=[N+]([O-])c1ccccc1.O=[N+]([O-])c1ccccc1.O=[N+]([O-])c1ccccc1.O=[N+]([O-])c1ccccc1.BrCCBr.BrCCBr.BrCCBr", "largest_force_ha_per_bohr": 0.065, "e_tot_ev": -521754.47949, "e_homo_ev": -9.62, "orbital_gap_ev": 8.747, "symbols": ["O", "N", "O", "C", "C", "C", "C", "C", "C", "H", "H", "H", "H", "H", "O", "N", "O", "C", "C", "C", "C", "C", "C", "H", "H", "H", "H", "H", "O", "N", "O", "C", "C", "C", "C", "C", "C", "H", "H", "H", "H", "H", "O", "N", "O", "C", "C", "C", "C", "C", "C", "H", "H", "H", "H", "H", "O", "N", "O", "C", "C", "C", "C", "C", "C", "H", "H", "H", "H", "H", "O", "N", "O", "C", "C", "C", "C", "C", "C", "H", "H", "H", "H", "H", "O", "N", "O", "C", "C", "C", "C", "C", "C", "H", "H", "H", "H", "H", "O", "N", "O", "C", "C", "C", "C", "C", "C", "H", "H", "H", "H", "H", "Br", "C", "C", "Br", "H", "H", "H", "H", "Br", "C", "C", "Br", "H", "H", "H", "H", "Br", "C", "C", "Br", "H", "H", "H", "H"], "coordinates": [[0.981, 3.745, 1.492], [0.184, 4.314, 2.205], [-0.975, 3.939, 2.344], [0.662, 5.236, 3.242], [-0.246, 5.909, 4.035], [0.221, 6.862, 4.913], [1.586, 7.153, 5.013], [2.493, 6.400, 4.265], [2.015, 5.465, 3.371], [-1.283, 5.618, 3.924], [-0.472, 7.408, 5.541], [1.844, 7.954, 5.690], [3.547, 6.616, 4.380], [2.636, 5.012, 2.603], [-0.014, 2.210, -3.448], [0.341, 2.472, -4.563], [0.619, 1.656, -5.409], [0.384, 3.872, -4.965], [-0.520, 4.757, -4.378], [-0.705, 5.963, -5.018], [0.095, 6.354, -6.094], [1.021, 5.493, -6.639], [1.181, 4.250, -6.027], [-1.049, 4.484, -3.477], [-1.368, 6.665, -4.525], [-0.234, 7.322, -6.462], [1.709, 5.764, -7.427], [1.813, 3.489, -6.467], [1.991, -2.150, 0.326], [2.759, -1.244, 0.436], [3.356, -1.003, 1.422], [3.068, -0.479, -0.736], [2.382, -0.692, -1.928], [2.602, 0.088, -3.053], [3.335, 1.271, -2.934], [3.965, 1.534, -1.736], [3.848, 0.665, -0.664], [1.766, -1.570, -2.104], [2.130, -0.205, -3.979], [3.383, 1.932, -3.790], [4.564, 2.410, -1.518], [4.244, 0.988, 0.292], [-0.428, 0.578, 3.244], [0.121, 0.599, 2.166], [1.158, 1.162, 1.943], [-0.544, -0.020, 1.028], [-1.396, -1.094, 1.226], [-1.778, -1.799, 0.095], [-1.551, -1.323, -1.189], [-0.730, -0.216, -1.353], [-0.230, 0.445, -0.245], [-1.673, -1.503, 2.189], [-2.367, -2.697, 0.249], [-1.916, -1.999, -1.953], [-0.378, 0.106, -2.327], [0.506, 1.232, -0.344], [-2.902, 6.451, 6.392], [-3.868, 5.908, 5.878], [-4.914, 6.450, 5.674], [-3.561, 4.602, 5.247], [-4.486, 4.112, 4.321], [-4.405, 2.818, 3.872], [-3.242, 2.083, 4.091], [-2.265, 2.628, 4.924], [-2.467, 3.849, 5.569], [-5.346, 4.740, 4.128], [-5.231, 2.391, 3.316], [-2.936, 1.125, 3.693], [-1.406, 2.007, 5.131], [-1.677, 4.133, 6.252], [4.507, -2.678, 5.547], [4.407, -1.846, 6.394], [4.588, -2.027, 7.575], [4.064, -0.502, 5.979], [3.737, -0.299, 4.652], [3.513, 0.975, 4.133], [3.705, 2.085, 4.929], [3.926, 1.883, 6.302], [4.050, 0.616, 6.819], [3.527, -1.118, 3.973], [3.415, 0.959, 3.053], [3.517, 3.058, 4.491], [3.913, 2.785, 6.899], [4.385, 0.463, 7.839], [-1.192, -2.549, -4.233], [-0.406, -3.299, -4.757], [0.693, -3.548, -4.304], [-0.792, -3.972, -5.994], [-0.023, -5.049, -6.425], [-0.514, -5.928, -7.366], [-1.700, -5.592, -8.020], [-2.396, -4.455, -7.663], [-2.001, -3.656, -6.585], [0.927, -5.294, -5.973], [0.136, -6.709, -7.734], [-2.137, -6.095, -8.875], [-3.316, -4.174, -8.160], [-2.521, -2.760, -6.281], [3.818, -8.489, -1.545], [2.659, -8.528, -1.132], [2.129, -9.515, -0.608], [1.861, -7.300, -1.237], [0.567, -7.250, -0.737], [-0.085, -6.035, -0.712], [0.518, -4.873, -1.165], [1.816, -4.929, -1.645], [2.476, -6.161, -1.717], [0.144, -8.183, -0.387], [-1.079, -6.011, -0.295], [0.053, -3.904, -1.008], [2.365, -4.052, -1.952], [3.470, -6.073, -2.131], [-3.146, -4.720, -1.763], [-4.795, -3.702, -1.960], [-4.900, -2.949, -3.274], [-6.657, -2.061, -3.159], [-4.843, -3.116, -1.043], [-5.594, -4.421, -1.790], [-4.881, -3.727, -4.030], [-4.094, -2.226, -3.306], [2.962, -3.928, 3.226], [1.510, -4.907, 2.414], [0.235, -4.330, 2.975], [-1.406, -5.062, 2.264], [1.660, -5.984, 2.469], [1.590, -4.756, 1.338], [0.258, -3.246, 2.868], [0.283, -4.437, 4.060], [-5.314, 0.841, 0.000], [-3.653, 1.836, 0.254], [-3.557, 2.853, -0.844], [-1.961, 3.953, -0.703], [-2.848, 1.114, 0.128], [-3.462, 2.230, 1.250], [-4.397, 3.553, -0.815], [-3.662, 2.521, -1.875]], "lowdin_charge": [0.06, -0.32, 0.00, -0.14, 0.00, -0.06, -0.05, -0.06, -0.02, 0.10, 0.10, 0.11, 0.11, 0.12, 0.07, -0.36, 0.08, -0.15, 0.00, -0.07, -0.07, -0.06, -0.01, 0.06, 0.11, 0.11, 0.11, 0.12, 0.08, -0.37, 0.08, -0.14, -0.02, -0.06, -0.06, -0.06, 0.00, 0.11, 0.10, 0.11, 0.11, 0.12, 0.08, -0.32, 0.06, -0.16, -0.01, -0.09, -0.06, -0.06, -0.02, 0.12, 0.06, 0.05, 0.09, 0.12, 0.06, -0.35, 0.10, -0.15, 0.00, -0.07, -0.06, -0.06, -0.02, 0.12, 0.11, 0.10, 0.10, 0.12, 0.02, -0.37, 0.09, -0.14, 0.00, -0.06, -0.06, -0.07, -0.01, 0.07, 0.08, 0.09, 0.10, 0.12, 0.06, -0.34, 0.07, -0.14, 0.00, -0.05, -0.07, -0.07, 0.01, 0.12, 0.11, 0.11, 0.11, 0.12, 0.07, -0.33, 0.06, -0.15, 0.00, -0.15, -0.09, -0.07, 0.01, 0.12, 0.00, 0.10, 0.10, 0.12, 0.72, -0.72, -0.64, 0.62, 0.04, 0.05, 0.06, 0.05, 0.78, -0.68, -0.71, 0.70, 0.07, 0.02, 0.04, 0.05, 0.63, -0.68, -0.70, 0.72, 0.02, 0.04, 0.05, 0.06]}

Entry 2:
{"formula": "C9H15N2O2", "method": "wB97M-V/def2-TZVPD", "charge": 1, "largest_force_ha_per_bohr": 0.065, "e_tot_ev": -16639.33379, "e_homo_ev": -10.56, "orbital_gap_ev": 7.240, "symbols": ["C", "C", "C", "C", "C", "C", "C", "C", "C", "N", "N", "O", "O", "H", "H", "H", "H", "H", "H", "H", "H", "H", "H", "H", "H", "H", "H", "H"], "coordinates": [[-3.234, 0.897, 3.085], [-0.092, -1.402, 0.826], [0.402, 1.176, -0.217], [0.356, -1.692, -0.763], [0.154, 1.337, 1.282], [-1.208, 0.564, 1.744], [1.475, -0.824, -1.277], [-0.911, -1.808, -1.702], [0.083, 2.855, 1.488], [-2.356, 0.910, 2.229], [2.402, -1.310, -2.035], [-1.248, -0.657, 1.047], [1.558, 0.407, -0.905], [-4.130, 1.307, 2.839], [-0.412, -2.365, 1.235], [0.660, -1.041, 1.501], [-0.461, 0.756, -0.755], [0.710, 2.057, -0.621], [0.849, -2.726, -0.775], [0.943, 0.952, 1.957], [-1.749, -1.861, -0.962], [-0.927, -2.802, -2.233], [-0.958, -0.840, -2.307], [-0.217, 3.472, 0.592], [1.131, 2.962, 1.864], [-0.565, 3.190, 2.233], [2.293, -2.311, -2.190], [3.214, -0.748, -2.536]], "nbo_charge": [0.07, -0.06, -0.04, -0.35, -0.31, 0.43, 0.72, -0.62, -0.61, -0.37, -0.71, -0.54, -0.46, 0.16, 0.22, 0.20, 0.22, 0.22, 0.24, 0.25, 0.26, 0.25, 0.23, 0.23, 0.23, 0.24, 0.43, 0.47]}

Entry 3:
{"formula": "C8H12AlO6", "method": "wB97M-V/def2-TZVPD", "charge": 3, "largest_force_ha_per_bohr": 0.053, "e_tot_ev": -27334.91225, "e_homo_ev": -19.42, "orbital_gap_ev": 1.484, "symbols": ["Al", "C", "C", "C", "O", "C", "O", "O", "H", "H", "H", "H", "H", "H", "C", "C", "C", "O", "C", "O", "O", "H", "H", "H", "H", "H", "H"], "coordinates": [[-0.879, -1.569, -0.693], [-1.863, -0.904, 6.042], [-0.656, -1.391, 5.226], [-0.316, -2.899, 5.230], [-0.556, -3.294, 3.913], [-0.782, -2.262, 3.129], [-1.005, -2.340, 1.947], [-0.800, -1.120, 3.839], [-1.703, -1.059, 7.110], [-2.753, -1.528, 5.859], [-2.146, 0.123, 5.826], [0.174, -0.749, 5.598], [-0.970, -3.467, 5.907], [0.739, -3.018, 5.528], [0.784, 3.579, -5.034], [0.677, 2.079, -5.472], [1.913, 1.230, -5.479], [1.912, 0.556, -4.219], [0.678, 0.650, -3.725], [0.273, 0.021, -2.778], [-0.100, 1.447, -4.441], [1.574, 4.012, -5.656], [1.041, 3.669, -3.981], [-0.165, 4.061, -5.255], [0.245, 2.046, -6.483], [2.851, 1.740, -5.736], [1.834, 0.386, -6.200]], "nbo_charge": [1.14, -0.60, 0.07, -0.12, -0.32, 0.99, -0.60, -0.32, 0.28, 0.28, 0.28, 0.35, 0.30, 0.32, -0.54, 0.08, -0.13, -0.31, 0.97, -0.59, -0.30, 0.28, 0.25, 0.28, 0.32, 0.32, 0.33]}

Entry 4:
{"formula": "C4H12N4O2", "method": "wB97M-V/def2-TZVPD", "charge": 2, "smiles": "C1CON([C@@H]2CO[NH2+]N2)[NH2+]1", "largest_force_ha_per_bohr": 0.113, "e_tot_ev": -14373.83947, "e_homo_ev": -18.10, "orbital_gap_ev": 11.239, "symbols": ["C", "C", "O", "N", "C", "C", "O", "N", "N", "N", "H", "H", "H", "H", "H", "H", "H", "H", "H", "H", "H", "H"], "coordinates": [[-2.371, 0.387, -0.367], [-2.369, -1.059, 0.277], [-0.995, -1.140, 0.662], [-0.320, 0.042, 0.592], [0.736, 0.095, -0.408], [1.640, -1.155, -0.515], [2.908, -0.705, -0.065], [2.759, 0.531, 0.562], [1.599, 1.191, -0.086], [-1.337, 0.987, 0.428], [-1.927, 0.152, -1.323], [-3.386, 0.812, -0.535], [-2.909, -1.026, 1.163], [-2.771, -1.836, -0.316], [0.248, 0.307, -1.337], [1.183, -1.898, 0.088], [1.938, -1.625, -1.543], [3.549, 1.101, 0.531], [2.419, 0.506, 1.591], [2.069, 1.379, -0.946], [-0.958, 1.863, 0.098], [-1.704, 1.092, 1.449]], "nbo_charge": [-0.30, -0.08, -0.35, 0.00, 0.00, -0.13, -0.28, -0.10, -0.39, -0.36, 0.23, 0.31, 0.20, 0.26, 0.23, 0.25, 0.29, 0.46, 0.44, 0.39, 0.47, 0.47]}

Entry 5:
{"formula": "C29H46IrN5O3S2Sb", "method": "wB97M-V/def2-TZVPD", "charge": 3, "spin_multiplicity": 5, "largest_force_ha_per_bohr": 0.036, "e_tot_ev": -75430.03519, "e_homo_ev": [-14.05, -15.40], "s2": 6.0246, "orbital_gap_ev": [6.495, 3.643], "symbols": ["Ir", "C", "C", "N", "C", "C", "C", "O", "C", "C", "C", "C", "N", "C", "H", "H", "H", "H", "H", "H", "H", "H", "H", "H", "H", "H", "H", "H", "O", "S", "O", "N", "C", "S", "C", "C", "C", "C", "C", "C", "H", "H", "H", "H", "C", "C", "N", "C", "C", "N", "C", "C", "H", "H", "H", "H", "H", "H", "H", "H", "H", "H", "H", "H", "H", "C", "C", "Sb", "C", "C", "C", "C", "H", "H", "H", "H", "H", "H", "H", "H", "H", "H", "H", "H", "H", "H", "H"], "coordinates": [[0.073, 1.082, 0.332], [-1.225, -6.364, 0.147], [-1.752, -5.480, 1.290], [-3.060, -4.927, 1.027], [-4.281, -5.632, 1.397], [-4.138, -7.082, 1.811], [-3.229, -3.626, 0.517], [-4.319, -3.112, 0.523], [-2.065, -2.906, -0.126], [-1.779, -3.209, -1.455], [-0.882, -2.411, -2.139], [-0.332, -1.322, -1.490], [-0.594, -1.020, -0.207], [-1.447, -1.806, 0.458], [-0.282, -6.803, 0.465], [-1.053, -5.779, -0.755], [-1.917, -7.170, -0.083], [-1.066, -4.650, 1.460], [-1.824, -6.074, 2.201], [-4.970, -5.536, 0.549], [-4.749, -5.044, 2.201], [-3.735, -7.700, 1.009], [-5.131, -7.459, 2.046], [-3.518, -7.213, 2.698], [-2.277, -4.032, -1.954], [-0.644, -2.603, -3.176], [0.315, -0.646, -2.028], [-1.689, -1.511, 1.473], [-1.993, 1.918, -3.157], [-1.533, 2.957, -2.299], [-0.233, 3.541, -2.611], [-1.351, 2.391, -0.742], [-1.643, 3.342, 0.112], [-1.000, 3.108, 1.657], [-2.405, 4.459, -0.443], [-2.930, 5.567, 0.199], [-3.629, 6.500, -0.561], [-3.818, 6.321, -1.925], [-3.276, 5.217, -2.585], [-2.577, 4.315, -1.824], [-2.808, 5.698, 1.266], [-4.029, 7.381, -0.077], [-4.383, 7.051, -2.488], [-3.411, 5.069, -3.648], [1.174, 0.420, 4.918], [0.426, 0.781, 3.613], [1.274, 0.499, 2.438], [1.773, -0.881, 2.524], [2.736, -1.038, 3.726], [2.610, 0.189, 4.569], [3.150, 1.366, 3.820], [2.421, 1.428, 2.456], [0.788, -0.488, 5.378], [1.115, 1.224, 5.649], [0.168, 1.836, 3.603], [-0.500, 0.215, 3.534], [2.289, -1.131, 1.597], [0.919, -1.551, 2.623], [3.773, -1.125, 3.406], [2.492, -1.909, 4.332], [3.149, 0.066, 5.427], [4.224, 1.242, 3.699], [2.975, 2.262, 4.413], [3.094, 1.162, 1.641], [2.054, 2.437, 2.278], [0.886, 0.311, -4.563], [1.577, 1.594, -4.121], [1.694, 1.859, -1.973], [3.235, 0.309, -1.496], [4.375, 0.320, -2.506], [2.850, 3.670, -1.670], [3.361, 4.240, -2.989], [0.861, 0.283, -5.653], [-0.149, 0.282, -4.220], [1.418, -0.582, -4.224], [1.038, 2.470, -4.472], [2.606, 1.640, -4.476], [2.742, -0.665, -1.461], [3.592, 0.562, -0.494], [4.028, 0.100, -3.515], [5.115, -0.444, -2.252], [4.891, 1.280, -2.518], [3.673, 3.393, -1.008], [2.206, 4.381, -1.155], [4.030, 3.546, -3.499], [3.920, 5.156, -2.794], [2.535, 4.490, -3.655]], "lowdin_charge": [0.87, 0.00, -0.14, 0.09, -0.13, -0.04, -0.32, 0.24, -0.12, 0.02, 0.02, -0.11, -0.06, -0.06, 0.11, 0.07, 0.08, 0.13, 0.14, 0.16, 0.17, 0.09, 0.11, 0.09, 0.14, 0.13, 0.04, 0.13, -0.26, 0.66, -0.40, -0.32, -0.81, 0.70, -0.22, 0.01, -0.02, -0.02, 0.00, -0.20, 0.12, 0.12, 0.13, 0.13, -0.04, -0.17, -0.26, -0.14, -0.05, -0.08, -0.04, -0.14, 0.14, 0.15, 0.06, 0.12, 0.12, 0.12, 0.15, 0.14, 0.20, 0.15, 0.15, 0.11, 0.11, -0.17, -0.36, 1.45, -0.42, -0.18, -0.38, -0.16, 0.09, 0.05, 0.07, 0.05, 0.06, 0.03, 0.01, 0.06, 0.08, 0.07, 0.05, 0.05, 0.07, 0.09, 0.07]}

Entry 6:
{"formula": "C2H2N3O6S", "method": "wB97M-V/def2-TZVPD", "charge": -1, "largest_force_ha_per_bohr": 0.117, "e_tot_ev": -29694.08406, "e_homo_ev": -5.04, "orbital_gap_ev": 7.950, "symbols": ["C", "C", "N", "N", "N", "O", "O", "O", "O", "O", "O", "S", "H", "H"], "coordinates": [[-0.101, 0.541, 0.260], [-0.827, -2.727, 0.707], [0.017, 0.444, -1.121], [0.443, 1.681, 0.719], [-0.491, -0.524, -1.831], [0.305, -2.626, 0.439], [-0.727, -0.204, 0.967], [-1.938, -2.972, 0.970], [0.255, -1.108, -2.629], [-1.724, -0.722, -1.753], [0.761, 2.616, -0.308], [1.824, 1.453, 1.800], [1.083, 2.171, -1.022], [1.119, 1.978, 2.802]], "nbo_charge": [0.70, 1.06, -0.57, -0.29, 0.62, -0.53, -0.66, -0.54, -0.46, -0.48, -0.56, 0.13, 0.47, 0.11]}

Entry 7:
{"formula": "C3H10NS", "method": "wB97M-V/def2-TZVPD", "charge": -1, "largest_force_ha_per_bohr": 0.046, "e_tot_ev": -15598.61399, "e_homo_ev": -2.22, "orbital_gap_ev": 5.909, "symbols": ["C", "S", "H", "H", "H", "C", "C", "N", "H", "H", "H", "H", "H", "H", "H"], "coordinates": [[-3.794, -0.517, -0.356], [-2.032, -0.239, -0.663], [-3.972, -1.475, 0.131], [-4.236, 0.268, 0.272], [-4.404, -0.425, -1.262], [3.660, 0.543, 1.331], [2.623, 0.860, 0.269], [1.801, -0.322, 0.063], [4.113, 1.471, 1.657], [3.106, 0.208, 2.208], [4.272, -0.279, 0.971], [1.998, 1.691, 0.595], [3.027, 1.094, -0.713], [0.912, -0.056, 0.507], [1.342, -0.487, -0.826]], "nbo_charge": [-0.74, -0.75, 0.17, 0.16, 0.17, -0.62, -0.22, -0.87, 0.19, 0.20, 0.21, 0.17, 0.17, 0.38, 0.38]}

Entry 8:
{"formula": "CH4NOPS", "method": "wB97M-V/def2-TZVPD", "largest_force_ha_per_bohr": 0.082, "e_tot_ev": -24758.57117, "e_homo_ev": [-7.82, -7.82], "orbital_gap_ev": [6.965, 6.968], "symbols": ["C", "N", "O", "P", "S", "H", "H", "H", "H"], "coordinates": [[-0.749, -0.252, 0.504], [1.753, -0.461, 0.250], [-0.338, -0.922, 1.601], [0.781, -0.098, -0.863], [1.507, -0.941, 1.686], [-1.440, -0.836, -0.096], [-1.268, 0.759, 0.908], [1.857, 0.266, -1.667], [0.002, -1.072, -1.960]], "nbo_charge": [-0.25, -1.14, -0.66, 1.00, 0.79, 0.19, 0.18, 0.00, -0.12]}